{
  "formula": "C48H75Cl14F2NO6",
  "method": "ωB97M-V with the def2-TZVPD basis set",
  "elements": ["C", "C", "O", "O", "C", "C", "C", "C", "C", "C", "C", "C", "C", "C", "C", "F", "C", "O", "C", "C", "C", "C", "C", "C", "C", "O", "C", "C", "C", "C", "F", "C", "C", "C", "C", "C", "N", "C", "C", "C", "O", "C", "O", "H", "H", "H", "H", "H", "H", "H", "H", "H", "H", "H", "H", "H", "H", "H", "H", "H", "H", "H", "H", "H", "H", "H", "H", "H", "H", "H", "H", "H", "H", "H", "H", "H", "H", "H", "H", "H", "H", "H", "H", "H", "H", "H", "H", "H", "H", "H", "Cl", "C", "C", "Cl", "H", "H", "H", "H", "Cl", "C", "C", "Cl", "H", "H", "H", "H", "Cl", "C", "C", "Cl", "H", "H", "H", "H", "Cl", "C", "C", "Cl", "H", "H", "H", "H", "Cl", "C", "C", "Cl", "H", "H", "H", "H", "Cl", "C", "C", "Cl", "H", "H", "H", "H", "Cl", "C", "C", "Cl", "H", "H", "H", "H"],
  "positions_angstrom": [[3.91423, -0.65901, -0.09137], [3.92764, -2.02716, 0.53444], [4.98222, -2.56264, 0.75461], [2.73225, -2.57047, 0.76576], [2.64556, -3.39249, 1.93662], [2.25598, -2.57297, 3.15085], [1.03658, -1.67306, 2.91091], [1.05133, -0.48036, 3.88034], [-0.36605, -0.00147, 4.27904], [-0.80259, 1.16838, 3.37866], [-1.13419, 0.72982, 1.97955], [-2.26025, 0.09474, 1.62062], [-3.34028, -0.26620, 2.60747], [-4.59041, 0.66368, 2.49380], [-4.31034, 2.02072, 1.88350], [-5.49451, 2.77085, 1.96740], [-2.56724, -0.26152, 0.20452], [-3.68329, -0.67868, -0.01235], [-1.55411, -0.04567, -0.85487], [-0.38838, 0.62929, -0.48040], [0.58343, 0.91688, -1.41891], [0.41600, 0.54875, -2.75610], [1.50044, 0.98290, -3.71297], [1.09146, 2.37449, -4.18994], [1.66868, 3.56886, -3.43392], [2.08019, 3.16619, -4.73234], [-0.74272, -0.15447, -3.15273], [-0.88130, -0.50341, -4.62330], [0.06565, -1.57903, -5.14843], [-0.50911, -2.97219, -5.15010], [0.31506, -1.24643, -6.49818], [-1.74190, -0.46895, -2.19503], [-2.98169, -1.22980, -2.60298], [-3.10209, -2.64150, -1.99685], [-4.56413, -3.11713, -1.88012], [-4.96470, -3.61016, -0.48763], [-5.82369, -2.65679, 0.21850], [-5.93150, -2.90858, 1.65546], [-7.07070, -2.48120, -0.39350], [-7.76174, -1.20048, -0.01829], [-7.53309, -3.25845, -1.18904], [-0.15614, 1.08237, 0.92156], [0.84001, 1.71932, 1.19030], [3.99978, 0.11992, 0.66089], [3.02041, -0.54579, -0.70241], [4.75202, -0.57207, -0.77647], [3.54451, -3.97191, 2.13286], [1.85411, -4.11681, 1.75113], [1.98289, -3.29043, 3.92894], [3.08857, -2.00847, 3.57092], [0.10426, -2.22126, 3.05107], [1.05940, -1.34422, 1.87266], [1.57232, -0.77831, 4.78840], [1.54360, 0.35899, 3.39108], [-0.37603, 0.33710, 5.31168], [-1.03522, -0.84253, 4.11418], [-1.71524, 1.62220, 3.77145], [-0.02823, 1.92815, 3.38271], [-2.96622, -0.26690, 3.62104], [-3.68987, -1.25432, 2.31642], [-5.32250, 0.17011, 1.86092], [-5.01683, 0.84007, 3.47912], [-4.07725, 1.97046, 0.82321], [-3.53962, 2.56536, 2.42778], [1.46481, 1.44384, -1.08401], [2.45851, 1.12696, -3.22375], [1.57792, 0.37576, -4.60673], [0.07957, 2.47630, -4.56311], [2.19987, 3.13745, -2.60297], [0.78801, 4.19393, -3.37016], [-0.66382, 0.40394, -5.18582], [-1.88131, -0.79464, -4.90905], [1.03978, -1.56642, -4.67258], [-0.56200, -3.36857, -4.13728], [0.19191, -3.60954, -5.68886], [-1.45572, -3.01465, -5.68243], [-3.83700, -0.65878, -2.24722], [-3.10237, -1.31225, -3.67205], [-2.61660, -3.32137, -2.70048], [-2.57627, -2.75180, -1.05246], [-5.23852, -2.32697, -2.20402], [-4.72523, -3.95036, -2.56090], [-4.06495, -3.72117, 0.11711], [-5.43987, -4.59476, -0.52092], [-5.01756, -3.35372, 2.03182], [-6.02862, -1.95170, 2.17671], [-6.80752, -3.50067, 1.92986], [-8.51784, -0.93757, -0.74410], [-8.18721, -1.31139, 0.98012], [-6.99942, -0.43144, 0.07557], [-2.02587, 3.83603, -1.74825], [-1.53328, 5.53827, -1.54985], [-2.24083, 6.44461, -2.52182], [-1.71295, 6.15635, -4.20004], [-0.45392, 5.59139, -1.67083], [-1.77978, 5.82405, -0.52867], [-2.01076, 7.48271, -2.28804], [-3.31850, 6.30983, -2.47912], [8.78216, -1.32231, 4.99068], [8.49654, -2.57374, 3.74686], [7.06611, -2.60967, 3.28471], [5.95289, -3.19895, 4.55003], [8.81311, -3.52819, 4.15924], [9.14013, -2.33042, 2.90220], [6.97125, -3.28777, 2.43955], [6.72417, -1.62745, 2.97138], [2.95467, -6.11120, -3.29369], [4.14062, -4.82759, -3.64649], [4.08709, -3.71320, -2.63530], [2.57131, -2.77692, -2.75118], [3.94747, -4.46176, -4.65174], [5.12624, -5.28922, -3.62777], [4.90545, -3.01653, -2.81154], [4.16989, -4.08875, -1.61811], [-9.91997, 1.32868, 0.84862], [-9.38142, 2.98816, 0.44574], [-8.81411, 3.08679, -0.94519], [-7.25807, 2.23277, -1.10728], [-8.64613, 3.30025, 1.18482], [-10.25654, 3.63093, 0.53011], [-8.62618, 4.13211, -1.18561], [-9.49881, 2.67909, -1.68464], [-7.83656, 7.18260, 4.37147], [-7.71344, 5.41063, 4.21694], [-6.81045, 4.99757, 3.08441], [-7.50626, 5.39444, 1.49034], [-8.71847, 5.01668, 4.08835], [-7.31164, 5.03657, 5.15699], [-6.66106, 3.91872, 3.10296], [-5.83841, 5.47806, 3.15118], [11.34828, -0.17068, 1.59446], [11.84117, 0.09099, 3.29052], [12.20303, 1.52439, 3.57335], [13.71152, 2.01435, 2.75802], [12.67065, -0.57812, 3.50423], [10.99196, -0.20200, 3.90345], [12.36225, 1.65379, 4.64236], [11.41520, 2.20266, 3.25614], [8.64456, -1.22783, -2.29568], [9.85213, -0.00034, -2.76481], [9.84756, 1.18327, -1.83342], [8.35653, 2.14986, -1.97986], [9.64532, 0.29836, -3.78910], [10.82637, -0.48521, -2.73406], [10.67867, 1.84377, -2.07452], [9.94516, 0.87240, -0.79703]],
  "forces_ev_per_a": [[-0.57, -0.32, -0.81], [0.92, 0.77, -0.68], [0.19, -0.67, 0.61], [0.00, 0.23, 0.38], [-0.47, -0.68, 0.48], [-0.50, -0.21, 0.11], [0.42, 0.27, 0.17], [-0.83, -0.11, -0.07], [0.69, 0.28, -0.83], [-0.80, -0.30, 0.22], [0.19, 0.15, -0.37], [0.35, 0.11, 0.61], [-0.55, 0.41, -0.71], [0.43, -0.07, -0.21], [-0.33, -0.13, 0.10], [0.21, -0.09, -0.04], [0.14, 0.23, 0.06], [-0.40, -0.18, -0.18], [0.14, -0.18, -0.33], [-0.17, -0.07, -0.19], [-0.33, -0.24, -0.33], [0.22, -0.48, 0.58], [-1.00, 1.01, -0.64], [0.47, -0.19, 1.22], [-2.27, -2.61, -0.65], [0.60, 0.82, -0.58], [0.00, -0.02, 0.39], [0.36, 0.28, 0.17], [-0.34, -0.02, -0.45], [0.69, -0.17, -0.06], [0.04, 0.02, -0.03], [0.45, 0.12, -0.34], [-0.31, 0.16, 0.87], [-0.14, -0.27, -0.73], [0.07, -0.31, 0.12], [-0.08, -0.01, 0.32], [0.27, -0.79, -0.14], [-0.14, 1.16, 0.15], [-0.20, 0.54, 0.23], [0.44, -0.24, 0.58], [0.06, -0.31, -0.63], [0.09, -0.19, -0.22], [0.29, 0.19, 0.15], [-0.20, 0.02, 0.14], [-0.24, 0.27, 0.28], [0.27, -0.05, 0.15], [0.28, 0.22, -0.29], [-0.09, 0.06, -0.30], [0.17, -0.07, 0.11], [0.17, 0.15, -0.29], [0.04, -0.27, -0.07], [-0.14, 0.18, -0.03], [0.25, 0.11, 0.00], [0.46, -0.01, 0.28], [-0.14, -0.13, 0.14], [-0.26, -0.01, 0.47], [0.03, 0.08, 0.23], [0.05, 0.08, -0.18], [0.09, -0.07, 0.09], [0.07, -0.20, 0.35], [-0.18, 0.01, 0.04], [-0.10, -0.12, 0.09], [0.21, -0.04, -0.06], [0.09, 0.10, -0.04], [0.09, 0.04, -0.06], [0.18, -0.47, 0.05], [0.30, -0.37, 0.11], [-0.04, 0.11, -0.34], [0.56, 0.94, 0.32], [0.79, 1.23, 0.28], [0.05, 0.02, -0.12], [-0.21, 0.07, 0.07], [0.04, 0.01, 0.25], [-0.31, 0.04, 0.07], [0.01, -0.11, -0.01], [-0.21, 0.06, 0.20], [-0.05, 0.07, -0.02], [0.17, 0.06, -0.21], [0.30, -0.05, 0.13], [0.02, 0.22, 0.12], [-0.07, 0.04, 0.04], [-0.04, 0.03, -0.19], [0.05, 0.02, 0.09], [-0.05, -0.06, -0.17], [0.04, -0.27, -0.09], [-0.09, -0.01, 0.08], [0.13, -0.34, -0.02], [-0.15, 0.01, 0.00], [-0.30, 0.04, -0.04], [-0.10, 0.23, -0.14], [0.06, -0.12, 0.01], [0.04, 0.03, 0.13], [-0.03, 0.10, 0.02], [-0.01, -0.02, -0.01], [0.00, -0.04, -0.05], [-0.06, 0.01, -0.02], [0.05, -0.01, 0.00], [0.01, -0.07, -0.04], [-0.04, -0.01, 0.06], [0.13, -0.07, -0.12], [-0.04, 0.00, -0.14], [-0.01, 0.02, 0.02], [-0.05, 0.02, 0.08], [-0.03, 0.05, -0.01], [-0.01, 0.00, 0.00], [-0.03, 0.00, 0.03], [-0.03, 0.01, -0.02], [0.07, -0.01, -0.06], [0.15, 0.03, 0.07], [-0.04, 0.02, 0.04], [-0.06, 0.00, 0.01], [0.00, 0.00, 0.05], [-0.01, 0.01, -0.05], [-0.08, -0.02, 0.00], [0.02, 0.09, -0.02], [-0.01, -0.09, 0.15], [-0.07, 0.08, -0.07], [0.02, -0.01, -0.03], [-0.20, -0.29, -0.14], [0.00, 0.00, -0.03], [0.02, 0.01, 0.06], [0.03, -0.07, 0.01], [-0.03, 0.04, 0.01], [0.00, 0.00, 0.01], [-0.06, -0.20, 0.22], [0.22, 0.44, 0.03], [-0.02, 0.04, -0.04], [0.05, 0.01, -0.01], [-0.13, 0.22, 0.05], [-0.02, 0.07, -0.04], [0.01, -0.03, -0.06], [-0.04, -0.08, 0.17], [-0.04, 0.05, 0.03], [-0.01, 0.02, -0.03], [0.04, 0.02, -0.10], [-0.02, 0.06, 0.02], [0.02, -0.05, 0.00], [0.02, 0.00, -0.06], [-0.02, 0.00, 0.00], [0.09, -0.01, -0.06], [0.08, 0.05, 0.05], [-0.02, -0.01, 0.02], [-0.08, 0.00, 0.01], [0.00, -0.01, 0.06], [0.00, -0.01, -0.05], [-0.07, -0.01, 0.02]],
  "mulliken_charge": [-0.375, 0.265, -0.531, -0.013, -0.932, -1.017, 0.273, -1.024, -0.817, -1.932, 0.994, 0.825, -0.754, 0.104, -0.124, -0.229, -0.519, -0.298, 0.469, 0.412, -1.031, 1.684, -1.582, 0.217, -0.545, -0.518, 0.431, -1.716, 0.928, -1.623, -0.428, -0.310, -0.914, -0.453, -1.068, -1.168, 0.506, -1.160, 0.307, -0.863, -0.608, 0.235, -0.673, 0.375, -0.235, 0.384, 0.422, 0.385, 0.344, 0.487, 0.383, -0.109, 0.589, 0.298, 0.463, 0.480, 0.375, 0.589, 0.402, -0.063, -0.650, 0.682, 0.136, 0.035, 0.621, 0.456, 0.226, 0.572, 0.271, 0.036, 0.332, 0.732, 0.062, 0.257, 0.462, 0.384, 0.128, 0.584, 0.407, 0.429, 0.608, 0.368, 0.770, 0.362, 0.391, 0.271, 0.342, 0.438, 0.334, -0.024, -0.019, -0.719, -0.424, -0.185, 0.303, 0.419, 0.351, 0.289, -0.247, -0.383, -0.380, -0.211, 0.363, 0.286, 0.252, 0.293, -0.198, -0.493, -0.597, 0.010, 0.326, 0.378, 0.279, 0.255, -0.194, -0.015, -0.646, -0.050, -0.232, 0.384, 0.332, 0.383, -0.199, -0.458, -0.148, -0.183, 0.313, 0.341, -0.020, 0.408, -0.171, -0.033, -0.490, -0.191, 0.356, -0.103, 0.306, 0.335, -0.149, -0.492, -0.148, -0.180, 0.336, 0.316, 0.316, 0.012],
  "multiplicity": 1,
  "smiles": "CC(=O)OCCCCCCC1=C(CCCF)C(=O)c2c(cc(C[C@H]3CO3)c(C[C@@H](C)F)c2CCCCN(C)C(C)=O)C1=O.ClCCCl.ClCCCl.ClCCCl.ClCCCl.ClCCCl.ClCCCl.ClCCCl",
  "gap_ev": 7.660
}

{
  "formula": "C5H10O",
  "method": "ωB97M-V with the def2-TZVPD basis set",
  "elements": ["C", "C", "C", "O", "C", "C", "H", "H", "H", "H", "H", "H", "H", "H", "H", "H"],
  "positions_angstrom": [[1.61418, -0.28969, -0.68871], [0.44542, -1.06286, -0.14405], [-0.07477, 0.85022, 2.16361], [-0.59767, 1.87869, 1.81738], [-0.84051, -0.78210, -0.36944], [-1.34758, 0.36700, -1.19514], [1.93920, -0.70576, -1.64997], [2.47499, -0.33416, -0.01376], [1.36983, 0.76330, -0.85975], [0.68307, -1.94591, 0.44975], [1.01663, 0.68309, 2.07503], [-0.64336, 0.01782, 2.62071], [-1.59228, -1.44530, 0.05770], [-2.40121, 0.57273, -0.99249], [-1.25545, 0.14289, -2.26364], [-0.79046, 1.29003, -1.00723]],
  "forces_ev_per_a": [[0.03, 0.07, -0.02], [-0.17, -0.06, -0.06], [-0.11, 0.24, 0.03], [0.21, -0.38, 0.10], [0.17, -0.08, 0.06], [-0.02, 0.07, -0.02], [-0.02, 0.03, 0.11], [-0.12, 0.00, -0.08], [0.00, -0.13, 0.03], [-0.05, 0.12, -0.08], [-0.10, 0.07, -0.04], [-0.02, 0.13, -0.07], [0.13, 0.08, -0.05], [0.13, -0.05, 0.01], [-0.02, 0.03, 0.07], [-0.03, -0.12, 0.02]],
  "mulliken_charge": [-1.080, -0.303, -0.080, -0.416, -0.095, -1.124, 0.306, 0.348, 0.288, 0.369, 0.214, 0.271, 0.393, 0.329, 0.300, 0.281],
  "relative_energy_ev": 1.604,
  "multiplicity": 1,
  "smiles": "C/C=C\\C.C=O",
  "gap_ev": 10.371
}

HOMO: -8.82, -9.37 (eV)